Density functional theory data (wB97M-V/def2-TZVPD) for C31H55As3ClN2O11SSeTi as an isolated structure.

The geometry in XYZ format:
```
106
Properties=species:S:1:pos:R:3:forces:R:3:mulliken_charge:R:1
Se 2.2865 0.2061 -2.7654 0.3665 0.2964 -0.6587 1.32
As -1.5348 1.8390 1.7491 0.0021 -0.0557 0.0068 0.98
As 2.0497 2.0098 1.5229 0.0586 0.1945 0.2271 1.20
As 0.3538 7.0175 0.5866 -0.1006 0.0891 0.0085 0.26
Ti 0.7644 -0.5053 -0.5978 -1.1016 -1.1357 -0.1707 0.35
Cl -4.4237 1.8461 -5.0977 0.0528 -0.0391 0.0185 -0.26
S -1.8734 -1.9304 1.8326 0.1166 0.1255 0.5156 1.61
O 2.4674 0.2956 -1.0523 0.0875 0.1139 -0.6614 -0.63
O 2.3080 1.6948 -3.3836 -0.0833 -0.3585 0.1797 -0.79
O -1.1234 -0.1810 -0.6902 -0.0748 -0.0713 -0.2798 0.37
O -2.2314 -3.2683 -1.3237 -0.0205 -0.0434 0.0228 -0.67
O 2.1184 -2.2621 -1.2046 -0.1696 0.3056 -0.3230 -0.67
O 3.2857 -0.8394 -3.4809 -0.2960 0.2319 0.2862 -0.88
O -1.4337 -1.5856 3.2311 -0.0239 -0.1084 -0.2883 -0.79
O 0.4890 -4.3047 -4.9038 0.0294 -0.0380 0.0176 -0.69
O 0.3821 1.9173 -1.0356 0.2706 0.1380 -0.0115 -0.50
O 1.0038 -1.1258 1.0041 0.3011 0.2007 0.6343 1.43
O 0.7074 -0.4184 -2.6616 0.7988 0.3409 -0.0218 -0.63
N -0.0382 -2.7103 -1.2220 0.0887 0.0268 -0.3388 1.42
N 1.3613 -3.3218 -3.0631 0.1358 0.0396 0.0096 0.30
C -2.0489 -4.6684 -3.7132 -0.0029 0.1067 -0.0819 -1.18
C -0.3020 2.1848 -2.0120 -0.3165 -0.0939 0.1108 -0.47
C -1.8461 -3.7328 1.7550 -0.0215 -0.0838 -0.1574 -1.62
C -3.0210 -0.3947 -2.0805 -0.0742 -0.0330 -0.0482 -0.66
C 0.3712 -3.9933 -3.7405 -0.0128 0.0000 -0.0529 -0.28
C -1.0724 3.7485 1.5022 0.1343 0.1090 0.0459 -1.04
C -3.1077 2.0386 0.5786 -0.0229 0.0832 0.0055 -1.29
C 3.3475 -1.4886 1.5262 -0.0045 0.1018 -0.0729 -1.25
C 0.0486 5.8827 2.1791 0.0315 -0.0412 0.0735 -2.18
C 0.1288 3.9602 3.7214 -0.0857 -0.0088 -0.0617 -2.12
C -3.7938 0.0927 -3.1159 0.0085 -0.0288 0.0605 -0.47
C 1.1618 -2.7744 -1.8192 -0.0839 -0.5671 0.5753 -0.31
C -0.8042 -4.4076 -2.8691 -0.0056 -0.0102 0.0346 2.19
C -0.1475 5.9179 -0.9597 -0.0148 -0.0205 -0.0462 -0.73
C -1.0939 -3.3762 -1.7618 -0.0127 0.1264 0.1113 -1.07
C 1.5946 -3.1215 2.2269 -0.1614 0.0113 0.0165 -1.27
C 3.7215 2.5374 0.6478 0.0669 -0.0873 -0.0973 -1.69
C -2.2594 1.9020 -3.4614 -0.0540 0.0236 -0.0300 -1.09
C -0.3212 -5.7149 -2.1692 -0.0864 0.0250 0.0704 -0.89
C -2.4839 -3.4682 -4.5510 0.0283 -0.0092 0.0174 -1.33
C 1.4670 3.8995 1.6060 -0.0497 0.1013 -0.1105 -1.43
C -1.8423 0.2608 -1.7016 0.1340 0.1638 0.1371 0.50
C -1.3520 -6.3594 -1.2488 0.0182 -0.0248 -0.0256 -1.29
C -3.4141 1.2408 -3.8058 -0.0160 0.0655 -0.0001 -0.16
C -3.6636 -1.8083 1.8848 -0.1317 -0.0608 -0.0618 -1.22
C -2.5706 1.9857 3.4166 -0.0350 0.0641 0.1184 -1.32
C -1.4835 1.4280 -2.4047 0.3153 0.0427 -0.1520 0.58
C 2.3029 6.9037 0.3882 0.0635 -0.0230 -0.0430 -0.99
C 1.8989 -1.6573 1.9669 0.2527 -0.0384 0.0562 0.56
C 2.8303 1.8925 3.3279 0.0266 -0.0560 0.1075 -1.61
C 0.1449 4.3394 2.2356 -0.0865 -0.0527 0.0277 3.17
H -2.8550 -4.9376 -3.0323 0.0156 -0.0464 0.0056 0.45
H 4.0023 -1.6706 2.3812 0.0203 -0.0171 -0.0147 0.46
H 3.6324 1.1525 3.3111 0.0014 0.0047 -0.0157 0.47
H -2.6693 -4.0851 1.1375 0.0088 -0.0130 -0.0070 0.52
H -4.7005 -0.4227 -3.4052 -0.0016 -0.0081 0.0005 0.40
H -0.8866 -7.1721 -0.6887 -0.0104 -0.0147 -0.0091 0.42
H 2.2871 4.4434 2.0883 -0.0024 0.0121 -0.0180 0.79
H -2.1869 -6.7780 -1.8109 -0.0131 0.0154 0.0028 0.35
H 2.6365 5.9450 -0.0037 0.0069 -0.0044 0.0135 0.21
H 3.2393 2.8552 3.6403 0.0276 -0.0111 0.0140 0.41
H 2.1678 -2.9572 -3.5637 0.0213 -0.0783 0.0067 0.46
H -0.0379 -6.4166 -2.9582 0.0376 0.0106 0.0006 0.54
H -0.0475 3.0646 -2.6229 -0.0779 0.0577 0.0348 0.16
H -4.0686 -2.0874 0.9117 -0.0050 0.0043 -0.0066 0.23
H -2.5832 -2.5756 -3.9309 -0.0246 -0.0062 0.0030 0.26
H 0.5804 -5.4892 -1.5945 0.0233 -0.0082 -0.0256 0.26
H -1.7642 -3.2589 -5.3410 0.0057 0.0110 0.0039 0.34
H -1.9829 1.6481 4.2680 0.0227 0.0115 0.0071 0.31
H -1.9253 -4.0834 2.7843 -0.0323 -0.0169 -0.0057 0.66
H -1.8445 -5.5214 -4.3647 -0.0179 -0.0117 0.0101 0.40
H -1.9757 4.3167 1.7514 0.0318 0.0276 0.0396 0.73
H 1.7336 -1.0835 2.8852 -0.1151 0.0476 -0.0482 0.26
H 0.0218 6.5229 -1.8512 0.0083 0.0001 0.0026 0.52
H -2.9086 3.0102 3.5835 -0.0546 -0.0090 0.0060 0.37
H -3.5870 1.0789 0.3993 -0.0225 -0.0743 0.0350 0.27
H -3.4397 1.3321 3.3327 0.0055 -0.0067 0.0105 0.46
H -3.4516 -3.6598 -5.0178 -0.0054 0.0064 0.0004 0.45
H 0.7546 6.3059 2.9046 0.0167 0.0219 -0.0322 0.55
H 2.0855 1.5641 4.0521 -0.0080 0.0166 0.0083 0.34
H 2.3956 -3.5564 2.8275 -0.0078 -0.0173 0.0076 0.47
H 3.5897 -2.1869 0.7258 0.0010 -0.0079 0.0139 0.30
H 0.9964 4.3840 4.2332 0.0078 -0.0110 0.0002 0.51
H 1.4642 4.1874 0.5534 0.0354 0.0129 0.0120 -0.54
H 1.5392 -3.6539 1.2749 0.0400 -0.0024 0.0015 0.10
H 0.1583 2.8779 3.8517 -0.0081 -0.0512 0.0155 0.03
H 0.6562 -3.2352 2.7661 -0.0030 0.0098 0.0018 0.21
H -0.9446 6.1802 2.5288 0.0090 -0.0155 0.0309 0.50
H -1.2076 5.6720 -0.9102 -0.0041 0.0165 -0.0148 0.31
H -4.0373 -2.4643 2.6719 -0.0306 0.0276 0.0054 0.46
H 4.1744 3.3860 1.1646 0.0091 -0.0009 -0.0077 0.51
H -1.7543 -5.6415 -0.5348 0.0027 -0.0010 -0.0010 0.22
H -3.9095 -0.7746 2.1135 -0.0064 0.0656 -0.0057 0.18
H 2.7719 7.0748 1.3575 -0.0002 0.0078 0.0009 0.29
H -0.9093 -4.0457 1.3007 0.0329 0.0048 0.0526 0.05
H 2.6215 7.6954 -0.2898 0.0040 -0.0003 0.0018 0.43
H -3.2820 -1.3090 -1.5662 -0.0187 0.0193 0.0090 0.37
H -2.7975 2.4382 -0.3876 -0.0472 -0.0087 0.0700 0.18
H 3.5077 2.7930 -0.3899 -0.0100 0.0131 0.0071 0.33
H 0.4341 5.0009 -1.0418 -0.0005 -0.0081 0.0006 -0.08
H -0.9145 3.8539 0.4278 -0.0520 -0.0334 0.0070 -0.53
H -3.8239 2.7247 1.0359 0.0040 0.0068 -0.0055 0.59
H -1.9457 2.7882 -4.0001 -0.0208 0.0144 0.0099 0.50
H 3.5346 -0.4854 1.1428 -0.0195 0.0090 0.0600 0.02
H 4.4166 1.6979 0.6427 -0.0062 -0.0005 0.0050 0.41
H -0.7728 4.3346 4.2124 -0.0132 -0.0087 -0.0001 0.42
```
Forces are in eV/Å.

Properties
- HOMO level: -5.689 eV
- Total charge: -1
- Energy relative to the best compared isomer or geometry (same formula, charge and spin): 22.2 kcal/mol
- Gap between HOMO and LUMO: 7.74 eV
- F_max: 1.59 eV/A